{"formula": "C5H15NO2", "method": "ωB97M-V with the def2-TZVPD basis set", "elements": ["C", "N", "C", "C", "C", "C", "H", "H", "H", "H", "H", "H", "H", "H", "H", "H", "H", "H", "H", "O", "H", "H", "O"], "coordinates": [[-0.5776, 0.8371, 0.3378], [1.1979, 0.2373, -1.1949], [0.8679, 0.3774, 0.2268], [0.0258, -2.5738, -1.4537], [-1.3602, -2.4328, -1.4843], [-2.2687, -1.7372, -0.7555], [-1.0159, 0.6674, 1.3127], [-0.5795, 1.8819, 0.0537], [-1.1148, 0.2469, -0.4087], [2.1849, 0.1519, -1.3937], [1.5190, 1.1004, 0.6889], [1.0331, -0.5828, 0.7310], [0.6475, -2.6303, -0.5760], [0.3953, -3.0099, -2.3657], [-1.7862, -2.8669, -2.3856], [-3.3112, -1.8224, -1.0049], [-1.9464, -1.3016, 0.1670], [0.4653, 1.6046, 3.6443], [0.6736, -0.4631, -1.7098], [1.2821, 3.5865, 1.2636], [1.7571, 4.3252, 1.6446], [1.2028, 2.8435, 1.9481], [0.7081, 1.5606, 2.7142]], "forces_ev_per_a": [[0.42, -0.32, -0.41], [0.19, -0.01, -0.04], [-0.07, -0.54, -0.26], [-0.70, -0.62, 0.53], [-0.18, -0.05, -1.80], [0.76, -0.92, 1.35], [0.12, 0.19, 0.20], [-0.40, 0.22, 0.14], [-0.36, 0.34, -0.23], [0.05, -0.02, 0.08], [0.25, 0.08, -0.02], [-0.10, 0.08, 0.34], [0.11, 0.64, 0.21], [0.59, 0.01, -0.07], [0.07, 0.11, -0.18], [-0.18, 0.37, -0.08], [-0.31, 0.45, 0.34], [-0.03, 0.14, -0.03], [-0.26, 0.10, -0.15], [0.10, -0.10, -0.36], [0.06, -0.08, 0.19], [-0.33, 0.31, 0.09], [0.19, -0.41, 0.18]], "mulliken_charge": [-1.214, -0.463, -0.129, -0.756, 0.329, -0.621, 0.312, 0.317, 0.383, 0.255, 0.453, 0.110, 0.366, 0.297, 0.236, 0.296, 0.431, 0.135, 0.134, -0.689, 0.270, 0.400, -0.851], "gap_ev": 2.8, "e_homo_ev": -7.0, "e_tot_ev": -11006.0301, "lumo_ev": -4.27, "charge": 0}